Formula: C6H9N2O2
Source: OMol25
Level of theory: wB97M-V/def2-TZVPD

Calculated values
- Total charge: -1
- Frontier orbital gap: 8.08 eV
- Energy relative to the best compared isomer or geometry (same formula, charge and spin): 32.7 kcal/mol
- E_HOMO: -4.3 eV

Each line ends with the Löwdin charge.
Cartesian coordinates (Å):
C (2.820, 0.543, 1.710)  -0.065
C (-0.497, -0.715, 2.098)  -0.231
C (1.436, -0.050, 1.507)  -0.380
C (0.908, -0.753, 0.450)  -0.088
N (0.536, -0.031, 2.555)  0.066
N (-0.391, -1.057, 0.787)  0.043
H (-1.464, -0.917, 2.515)  0.100
H (-1.228, -1.161, 0.173)  0.141
H (1.324, -0.987, -0.526)  0.110
H (2.739, 1.484, 2.271)  0.064
H (3.384, 0.561, 0.755)  0.075
H (3.238, -0.163, 2.444)  0.062
C (-0.316, 1.484, -2.728)  -0.048
C (-1.337, 0.260, -2.062)  -0.727
O (-2.426, 0.796, -1.877)  -0.085
O (-0.901, -0.873, -1.787)  -0.112
H (0.722, 1.558, -2.391)  0.016
H (-0.751, 2.337, -2.213)  0.019
H (-0.453, 1.551, -3.839)  0.040

Formula: C11H41NO10
Source: OMol25
Level of theory: wB97M-V/def2-TZVPD

Calculated values
- Total charge: 0
- Frontier orbital gap: 8.05 eV
- Energy relative to the best compared isomer or geometry (same formula, charge and spin): 57.5 kcal/mol
- E_HOMO: -8.3 eV

Each line ends with the Löwdin charge.
Cartesian coordinates (Å):
C (10.427, -7.946, -7.363)  -0.038
C (11.072, -8.639, -6.097)  -0.472
C (12.442, -7.979, -5.736)  -0.017
C (10.120, -8.361, -4.990)  -0.174
C (10.234, -9.418, -3.895)  -0.186
C (10.307, -10.871, -4.341)  -0.125
C (11.346, -11.063, -5.458)  -0.518
C (12.781, -11.020, -4.862)  -0.040
C (11.204, -12.504, -6.017)  -0.026
N (11.140, -10.094, -6.500)  -0.118
O (11.900, -10.251, -7.649)  0.001
H (9.533, -8.479, -7.689)  0.085
H (10.125, -6.945, -7.055)  0.075
H (11.153, -7.781, -8.159)  0.073
H (12.419, -7.643, -4.699)  0.077
H (13.346, -8.564, -5.906)  0.068
H (12.577, -7.100, -6.366)  0.075
H (10.146, -7.338, -4.617)  0.129
H (9.117, -8.537, -5.380)  0.119
H (11.105, -9.174, -3.286)  0.102
H (9.438, -9.199, -3.184)  0.110
H (9.314, -11.296, -4.492)  0.117
H (10.590, -11.441, -3.456)  0.119
H (13.439, -11.187, -5.714)  0.075
H (13.036, -11.880, -4.242)  0.081
H (13.133, -10.187, -4.253)  0.077
H (11.956, -12.736, -6.771)  0.077
H (10.185, -12.590, -6.394)  0.091
H (11.538, -13.165, -5.217)  0.081
H (12.827, -10.244, -7.400)  0.081
C (24.690, -7.683, -7.345)  -0.073
C (25.029, -8.707, -8.511)  -0.359
O (24.672, -9.992, -8.268)  -0.046
H (23.757, -7.248, -7.703)  0.054
H (25.393, -6.852, -7.299)  0.061
H (24.550, -8.058, -6.331)  0.069
H (26.109, -8.557, -8.509)  0.095
H (24.581, -8.288, -9.412)  0.107
H (24.729, -10.499, -9.081)  0.093
O (18.191, -4.282, -3.416)  -0.052
H (19.095, -3.970, -3.447)  0.025
H (17.680, -3.511, -3.169)  0.030
O (21.504, -1.143, -3.640)  -0.050
H (21.660, -1.081, -4.582)  0.019
H (21.282, -0.251, -3.374)  0.031
O (21.615, -1.485, -8.208)  -0.051
H (21.205, -0.643, -8.012)  0.029
H (22.532, -1.370, -7.957)  0.030
O (21.778, -0.217, -12.628)  -0.053
H (22.728, -0.312, -12.686)  0.028
H (21.523, -0.790, -11.905)  0.023
O (15.470, -5.893, -10.902)  -0.053
H (16.212, -5.877, -10.298)  0.025
H (14.793, -5.376, -10.466)  0.027
O (17.990, -8.193, -1.168)  -0.054
H (18.786, -7.816, -0.793)  0.027
H (17.867, -7.723, -1.992)  0.025
O (19.060, -5.078, -7.654)  -0.051
H (19.500, -4.267, -7.908)  0.023
H (18.814, -4.941, -6.739)  0.023
O (18.799, -9.576, -7.101)  -0.054
H (19.248, -8.827, -7.494)  0.025
H (18.623, -10.163, -7.836)  0.028

Formula: C25H67N5O8
Source: OMol25
Level of theory: wB97M-V/def2-TZVPD

Calculated values
- Total charge: 0
- Frontier orbital gap: 9.59 eV
- Energy relative to the best compared isomer or geometry (same formula, charge and spin): 0.0 kcal/mol
- E_HOMO: -9.0 eV

Each line ends with the Löwdin charge.
Cartesian coordinates (Å):
C (-4.304, -18.701, -27.273)  -0.120
O (-3.191, -18.231, -26.560)  -0.199
C (-3.319, -18.425, -25.155)  -0.219
C (-1.999, -18.045, -24.517)  -0.434
C (-2.032, -18.249, -23.020)  -0.078
N (-1.631, -16.631, -24.821)  0.037
H (-4.632, -19.678, -26.891)  0.088
H (-4.028, -18.855, -28.316)  0.081
H (-5.139, -17.993, -27.200)  0.086
H (-4.166, -17.828, -24.791)  0.131
H (-3.520, -19.494, -24.995)  0.127
H (-1.220, -18.648, -24.987)  0.140
H (-2.905, -17.761, -22.572)  0.078
H (-1.181, -17.805, -22.502)  0.075
H (-2.042, -19.303, -22.732)  0.076
H (-2.493, -16.085, -24.828)  0.068
H (-1.376, -16.631, -25.806)  0.064
C (-6.749, -18.717, -30.454)  -0.100
O (-5.526, -19.255, -30.887)  -0.188
C (-5.519, -19.617, -32.241)  -0.214
C (-4.100, -19.955, -32.656)  -0.401
C (-3.125, -18.839, -32.268)  -0.045
N (-4.028, -20.184, -34.131)  0.073
H (-7.584, -19.428, -30.494)  0.078
H (-7.021, -17.841, -31.059)  0.091
H (-6.606, -18.412, -29.419)  0.078
H (-6.152, -20.508, -32.372)  0.118
H (-5.856, -18.776, -32.867)  0.125
H (-3.772, -20.864, -32.145)  0.111
H (-3.619, -17.863, -32.298)  0.060
H (-2.273, -18.763, -32.940)  0.068
H (-2.756, -18.988, -31.252)  0.076
H (-4.507, -19.354, -34.480)  0.028
H (-4.710, -20.923, -34.338)  0.037
C (-2.379, -22.893, -36.844)  -0.105
O (-1.285, -23.483, -36.190)  -0.182
C (-0.630, -22.603, -35.301)  -0.205
C (-1.399, -22.441, -33.983)  -0.435
C (-0.695, -21.440, -33.097)  -0.070
N (-1.518, -23.741, -33.275)  0.056
H (-2.913, -23.678, -37.387)  0.090
H (-2.072, -22.146, -37.584)  0.078
H (-3.123, -22.458, -36.170)  0.065
H (0.337, -23.070, -35.084)  0.129
H (-0.453, -21.631, -35.782)  0.129
H (-2.383, -22.050, -34.245)  0.095
H (-1.198, -21.293, -32.143)  0.072
H (-0.651, -20.463, -33.592)  0.076
H (0.359, -21.704, -32.947)  0.082
H (-0.587, -23.915, -32.895)  0.073
H (-1.602, -24.461, -33.994)  0.072
C (-8.688, -22.563, -30.605)  -0.119
O (-9.656, -22.841, -31.569)  -0.167
C (-9.151, -22.881, -32.879)  -0.218
C (-8.226, -24.057, -33.161)  -0.212
N (-6.840, -23.762, -32.922)  -0.089
C (-5.970, -24.923, -32.985)  -0.191
C (-4.598, -24.626, -32.417)  -0.223
O (-4.756, -24.572, -31.005)  -0.196
C (-3.804, -23.752, -30.362)  -0.104
H (-7.987, -21.786, -30.937)  0.069
H (-8.093, -23.445, -30.319)  0.094
H (-9.182, -22.245, -29.686)  0.094
H (-8.608, -21.946, -33.100)  0.122
H (-9.980, -22.914, -33.584)  0.123
H (-8.351, -24.374, -34.201)  0.121
H (-8.585, -24.897, -32.538)  0.130
H (-6.657, -23.188, -32.112)  0.096
H (-5.949, -25.381, -33.973)  0.122
H (-6.358, -25.661, -32.258)  0.125
H (-4.187, -23.676, -32.769)  0.101
H (-3.925, -25.447, -32.680)  0.122
H (-2.797, -24.169, -30.428)  0.085
H (-4.121, -23.650, -29.324)  0.086
H (-3.797, -22.745, -30.798)  0.069
C (-4.927, -15.479, -33.738)  -0.113
O (-4.796, -16.539, -34.653)  -0.203
C (-5.813, -16.575, -35.644)  -0.228
C (-5.845, -17.932, -36.272)  -0.231
N (-4.805, -18.106, -37.278)  -0.046
C (-4.941, -19.409, -37.941)  -0.191
C (-4.135, -19.502, -39.235)  -0.224
O (-3.088, -20.432, -39.082)  -0.211
C (-2.165, -20.391, -40.144)  -0.113
H (-4.450, -14.560, -34.110)  0.090
H (-4.393, -15.741, -32.825)  0.076
H (-5.980, -15.264, -33.533)  0.084
H (-5.671, -15.778, -36.381)  0.130
H (-6.784, -16.397, -35.154)  0.119
H (-6.817, -17.939, -36.779)  0.126
H (-5.811, -18.706, -35.506)  0.097
H (-3.913, -18.112, -36.790)  0.119
H (-5.997, -19.597, -38.137)  0.116
H (-4.589, -20.218, -37.282)  0.105
H (-3.758, -18.508, -39.513)  0.119
H (-4.795, -19.786, -40.072)  0.122
H (-1.878, -19.360, -40.373)  0.087
H (-2.563, -20.873, -41.046)  0.090
H (-1.283, -20.953, -39.839)  0.084
C (-5.749, -23.082, -36.495)  -0.134
O (-5.733, -22.416, -35.228)  -0.172
H (-5.145, -23.986, -36.450)  0.074
H (-6.764, -23.197, -36.877)  0.082
H (-5.266, -22.352, -37.148)  0.058
H (-6.345, -22.842, -34.597)  0.034

Formula: C5H15N2O
Source: OMol25
Level of theory: wB97M-V/def2-TZVPD

Calculated values
- Total charge: +1
- Frontier orbital gap: 11.00 eV
- Energy relative to the best compared isomer or geometry (same formula, charge and spin): 37.0 kcal/mol
- E_HOMO: -14.2 eV

Each line ends with the Löwdin charge.
Cartesian coordinates (Å):
C (-0.637, 2.515, 1.076)  -0.142
C (-1.171, 1.286, 1.694)  -0.352
C (-0.104, 0.267, 1.925)  -0.169
C (0.617, -0.162, 0.494)  -0.169
N (0.322, -2.694, -0.989)  0.189
C (-0.495, -1.618, -1.131)  -0.113
N (-0.382, -0.482, -0.487)  0.021
H (0.363, 2.748, 1.541)  0.103
H (-0.596, 2.705, -0.020)  0.080
H (-1.343, 3.355, 1.380)  0.102
H (-1.701, 1.544, 2.667)  0.137
H (-2.144, 0.948, 1.236)  0.119
H (0.566, 0.627, 2.733)  0.123
H (-0.427, -0.737, 2.364)  0.125
H (1.308, -1.008, 0.842)  0.134
H (1.300, 0.632, 0.080)  0.118
H (1.033, -2.696, -0.297)  0.099
H (-0.036, -3.576, -1.228)  0.108
H (-1.396, -1.727, -1.810)  0.183
H (-1.084, 0.371, -0.707)  0.229
H (1.741, 1.368, -2.582)  0.081
H (1.961, -0.146, -2.696)  0.064
O (1.452, 0.512, -2.191)  -0.069

Formula: C4H5BrOS
Source: OMol25
Level of theory: wB97M-V/def2-TZVPD

Calculated values
- Total charge: 0
- Frontier orbital gap: 9.83 eV
- Energy relative to the best compared isomer or geometry (same formula, charge and spin): 4.9 kcal/mol
- E_HOMO: -9.4 eV

Each line ends with the Löwdin charge.
Cartesian coordinates (Å):
C (-0.527, -0.933, -0.662)  -0.142
C (0.829, -0.679, -0.931)  -0.776
C (-1.133, 0.010, 0.355)  -0.236
C (-0.180, 1.158, 0.522)  -0.332
O (2.245, 0.183, 1.163)  -0.517
S (1.523, 0.739, 0.028)  0.862
Br (1.838, -1.746, -2.241)  0.623
H (-0.961, -1.796, -1.235)  0.111
H (-2.142, 0.305, 0.173)  0.105
H (-1.127, -0.470, 1.354)  0.126
H (-0.415, 1.991, -0.110)  0.086
H (0.050, 1.236, 1.583)  0.090